Entry 1:
Entry from OMol25: a structure of composition C8H18F8HfN7O22S4 at a distorted geometry (the ωB97M-V functional and the def2-TZVPD basis).

Properties
frontier orbital gap: 6.19 eV
total charge: +1
E_LUMO: -6.588 eV
highest occupied orbital energy: -12.78 eV
calculated total energy: -130425.3777 eV
energy above the lowest of the compared OMol25 structures with the same formula, charge and spin: 0.0 kJ/mol

Positions of all 68 atoms, in Å:
Hf: 0.13485 -0.81018 3.00607
C: 1.35713 1.30506 -1.15999
F: 1.26453 0.21277 -1.91280
F: 2.49669 1.27371 -0.47832
F: 1.27718 2.35788 -1.93720
S: -0.02464 1.29129 0.08279
O: 0.15847 0.09782 1.00015
O: 0.22253 2.47021 0.87610
O: -1.31854 1.24428 -0.52989
C: -0.80943 -4.93954 1.55780
F: 0.39312 -4.80940 1.04318
F: -1.67020 -5.42190 0.70660
F: -0.71955 -5.68125 2.65206
S: -1.45223 -3.24545 2.11108
O: -0.86591 -2.81935 3.43403
O: -0.71446 -2.24368 1.30232
O: -2.85055 -3.34602 2.06293
N: 1.91156 -1.93941 2.76654
S: 2.97304 -2.34307 1.55131
O: 2.98691 -3.70828 1.21071
O: 4.14268 -1.55975 1.46390
F: 2.06255 -1.69539 0.41723
S: 2.97367 -2.61856 3.93834
O: 4.17946 -1.93430 4.17420
O: 2.82245 -3.99611 4.18851
F: 2.05192 -1.96173 5.10989
C: 2.94779 -0.48208 -5.06445
N: 2.05222 -1.66553 -4.97815
O: 1.81650 -2.17025 -3.88908
O: 1.56463 -2.08820 -5.99730
H: 3.92172 -0.88673 -5.31612
H: 2.85261 0.05773 -4.12920
H: 2.53851 0.17614 -5.82523
C: -1.71287 3.67077 3.48142
N: -0.49258 2.83367 3.70529
O: 0.44378 3.32979 4.24640
O: -0.50117 1.63698 3.38058
H: -1.19602 4.56857 3.13082
H: -2.19790 3.83695 4.43473
H: -2.29597 3.39893 2.60580
C: -1.30846 -2.09977 -2.45459
N: -2.61894 -1.47930 -2.14276
O: -3.09288 -1.69203 -1.04766
O: -3.17611 -0.84035 -3.00877
H: -0.60636 -1.88768 -1.65651
H: -0.97783 -1.71683 -3.41479
H: -1.52568 -3.15983 -2.56725
C: -1.70965 2.07848 -3.66976
N: -0.65962 2.06511 -4.74458
O: -0.30357 3.15598 -5.13620
O: -0.21614 0.99851 -5.11465
H: -1.78847 1.01168 -3.47793
H: -2.59429 2.44996 -4.17658
H: -1.45041 2.57408 -2.74361
C: -4.85240 1.32429 -0.37060
N: -4.40678 2.11787 0.81326
O: -4.30348 3.31684 0.72551
O: -4.36636 1.49471 1.86479
H: -3.94559 1.09724 -0.93222
H: -5.61349 1.87653 -0.90692
H: -5.20375 0.34778 -0.05736
C: 3.19006 2.83273 2.04284
N: 3.10395 1.45388 2.58047
O: 1.97739 0.92721 2.65589
O: 4.11875 0.88253 2.81160
H: 3.82029 3.48009 2.64466
H: 2.19239 3.25499 2.02142
H: 3.59296 2.73893 1.03925

=====

Entry 2:
Entry from OMol25: a cluster of 3 separate species, C8H18FO3P in total (the ωB97M-V functional and the def2-TZVPD basis).

Properties
frontier orbital gap: 9.91 eV
E_LUMO: 0.668 eV
highest occupied orbital energy: -9.25 eV
SMILES: C1CCOC1.C1CCOC1.OPF
calculated total energy: -26736.6650 eV
energy above the lowest of the compared OMol25 structures with the same formula, charge and spin: 0.0 kJ/mol

Positions of all 31 atoms, in Å:
C: 1.03490 -0.01238 -0.49991
C: 0.37530 -0.58539 -1.75294
C: 1.21395 0.04641 -2.85503
O: 2.53057 0.18755 -2.31863
C: 2.50295 -0.02319 -0.90539
H: 0.84788 -0.60020 0.39858
H: 0.69242 1.00570 -0.31075
H: 0.48414 -1.66990 -1.77937
H: -0.68408 -0.34422 -1.84051
H: 0.82787 1.03361 -3.13206
H: 1.26968 -0.56817 -3.75487
H: 2.96686 -0.99011 -0.67750
H: 3.08909 0.76124 -0.42486
C: -2.25586 1.87542 3.36942
C: -2.87720 1.27142 2.11134
C: -2.03602 1.91747 1.01758
O: -0.73871 2.11538 1.57918
C: -0.78064 1.90846 2.99115
H: -2.44399 1.29390 4.27087
H: -2.63085 2.88826 3.52895
H: -2.74122 0.18798 2.10564
H: -3.93980 1.48408 2.00308
H: -2.45164 2.88553 0.71846
H: -1.93743 1.29509 0.12604
H: -0.29148 0.95800 3.23186
H: -0.22697 2.71306 3.47626
O: 1.61995 -4.70394 -1.19110
P: 2.10425 -4.38700 -2.72610
F: 0.83526 -3.54071 -3.25986
H: 0.76424 -5.14528 -1.16273
H: 2.87657 -3.25806 -2.33681

=====

Entry 3:
Entry from OMol25: a structure of composition C8H18HgO12 at a distorted geometry (the ωB97M-V functional and the def2-TZVPD basis).

Properties
frontier orbital gap: 2.71 eV
total charge: -2
E_LUMO: 3.700 eV
highest occupied orbital energy: 0.99 eV
calculated total energy: -37322.5102 eV
energy above the lowest of the compared OMol25 structures with the same formula, charge and spin: 140.8 kJ/mol

Positions of all 39 atoms, in Å:
Hg: -0.51606 1.42176 0.62534
C: -3.61929 1.92302 -1.63508
O: -4.38715 2.82108 -1.88489
O: -2.53420 1.92798 -2.08420
O: -3.80974 1.50562 -0.46464
C: -0.05284 4.94628 1.59420
O: -0.64010 4.67235 0.51707
O: 0.67570 3.97960 1.95754
O: 0.30615 6.00398 2.09585
C: 0.54099 -0.62816 4.08948
C: -0.52182 0.40320 4.51027
O: -1.45978 0.56915 3.51221
O: 1.14582 0.08644 2.99731
H: 0.11048 -1.53107 3.65645
H: 1.14141 -0.86623 4.96750
H: -0.11344 1.40260 4.66035
H: -0.83498 0.14337 5.52147
H: -2.39420 0.57091 3.73234
H: 2.09168 -0.05988 3.07171
C: -1.07857 -3.23366 -0.74171
C: -2.33851 -4.08060 -0.89589
O: -3.27922 -3.41696 -1.69858
O: -1.40939 -2.04889 -0.17403
H: -0.73501 -3.01890 -1.75361
H: -0.29426 -3.80011 -0.23963
H: -2.85035 -4.27409 0.04681
H: -1.94063 -5.07101 -1.11698
H: -3.77761 -4.16101 -2.04440
H: -2.32027 -1.94188 -0.45768
C: 4.07646 0.84774 -3.46208
C: 3.28277 0.05508 -2.49547
O: 2.10654 0.72684 -2.03993
O: 3.31712 1.24208 -4.60749
H: 4.92624 0.21772 -3.72484
H: 4.52919 1.75644 -3.06535
H: 3.99884 -0.16515 -1.70373
H: 3.24483 -0.90322 -3.01346
H: 1.64699 0.99843 -2.83784
H: 3.76616 0.97928 -5.41427

=====

Entry 4:
Entry from OMol25: a cluster of 2 separate species, C8H18IN3O in total at a distorted geometry (the ωB97M-V functional and the def2-TZVPD basis).

Properties
frontier orbital gap (alpha / beta): 6.37 / 6.37 eV
E_LUMO (alpha / beta): -1.766 / -1.763 eV
highest occupied orbital energy (alpha / beta): -8.13 / -8.13 eV
calculated total energy: -23199.6588 eV
energy above the lowest of the compared OMol25 structures with the same formula, charge and spin: 301.8 kJ/mol

Positions of all 31 atoms, in Å:
C: -3.09495 -2.29770 -0.64712
C: -2.67433 -1.23490 -1.62852
C: -2.56769 -0.95055 -0.14914
C: 3.54052 0.99084 0.19230
C: 2.40475 1.72637 -0.47487
C: 1.17335 0.91629 -0.45078
C: 0.65058 0.42030 0.96962
C: -1.22604 -1.09748 0.58645
N: -1.53825 -2.05108 1.65070
N: -3.31797 0.11355 0.45677
N: -0.70845 0.14331 1.17877
O: -2.34787 1.64103 -0.63105
I: -5.20047 0.36442 -0.03003
H: -4.12533 -2.49337 -0.58939
H: -2.41460 -3.04123 -0.57380
H: -1.90530 -1.38256 -2.37567
H: -3.51738 -0.82784 -2.15313
H: 3.73668 -0.01000 -0.16110
H: 3.40482 0.95741 1.23903
H: 4.42976 1.74746 -0.07374
H: 2.08910 2.65402 -0.02213
H: 2.80663 1.80577 -1.47094
H: 0.34270 1.48846 -0.81476
H: 1.15300 -0.00972 -0.99203
H: 1.34219 -0.46524 1.18027
H: 1.00902 1.10742 1.71897
H: -0.53737 -1.60129 -0.08878
H: -0.79662 -2.18514 2.32140
H: -2.36684 -1.78424 2.04160
H: -1.32691 0.93939 1.10068
H: -1.80878 1.04282 -1.15050

=====

Entry 5:
Entry from OMol25: a structure of composition C8H18N2 at a distorted geometry (the ωB97M-V functional and the def2-TZVPD basis).

Properties
frontier orbital gap: 8.86 eV
E_LUMO: 0.891 eV
highest occupied orbital energy: -7.97 eV
calculated total energy: -11563.4220 eV
energy above the lowest of the compared OMol25 structures with the same formula, charge and spin: 480.5 kJ/mol

Positions of all 28 atoms, in Å:
C: -1.23245 0.81101 -0.26268
C: -2.20426 0.72736 0.88306
C: -2.08360 1.74460 -1.64213
C: -1.99979 1.33038 -2.89369
H: -1.07008 -0.16887 -0.72663
H: -1.03262 1.99816 -0.69541
H: -2.88091 2.39770 -1.30803
H: -1.66300 0.22448 1.69125
H: -2.49754 1.70761 1.26559
H: -3.10610 0.15224 0.65091
H: -2.74882 1.57955 -3.63327
H: -1.24710 0.62041 -3.20926
C: 0.65888 -1.71065 1.99722
C: 1.87337 0.37618 1.54806
C: 2.13360 -0.30024 -1.20671
N: 1.18174 -0.78294 1.01278
C: 1.45038 -1.25340 -0.26177
N: 1.16199 -2.41278 -0.71405
H: 0.74160 -3.03660 -0.03184
H: -0.22833 -2.21541 1.60657
H: 0.36354 -1.15664 2.88840
H: 1.39348 -2.47280 2.29283
H: 1.32445 0.74807 2.41397
H: 1.90655 1.17554 0.81264
H: 2.89845 0.14269 1.86488
H: 2.23298 -0.79980 -2.16632
H: 1.54334 0.60912 -1.32400
H: 3.13024 -0.03497 -0.85237

=====

Entry 6:
Entry from OMol25: the ion C8H18N5S with charge +1 at a distorted geometry (the ωB97M-V functional and the def2-TZVPD basis).

Properties
frontier orbital gap: 10.05 eV
total charge: +1
E_LUMO: -2.547 eV
highest occupied orbital energy: -12.60 eV
calculated total energy: -26866.3238 eV
energy above the lowest of the compared OMol25 structures with the same formula, charge and spin: 0.0 kJ/mol

Positions of all 32 atoms, in Å:
C: -0.36545 -0.74720 -2.15142
C: 1.51109 -0.51054 -0.61648
C: -1.92209 -0.71747 -0.30604
C: 4.57841 0.50381 0.06203
C: -1.86832 2.63330 0.98669
C: -3.82951 -1.91993 1.19596
C: 3.65369 -0.71560 0.40570
C: -2.37226 1.72897 -0.16744
N: -1.39224 -0.57238 -1.46410
N: 0.91083 -0.80175 -1.88294
N: 0.79037 -0.00133 0.29988
N: 2.79341 -0.90472 -0.66365
N: -2.40764 0.30213 0.38757
S: -2.31979 -2.32339 0.24611
H: -0.54601 -0.71607 -3.17763
H: 5.23781 0.79082 0.91219
H: 5.18833 0.17431 -0.78240
H: 3.95093 1.46920 -0.21317
H: -1.70324 3.66238 0.67004
H: -2.47003 2.46647 1.99954
H: -0.84349 2.37906 1.39221
H: -3.38204 -1.86718 2.18803
H: -4.50818 -2.70563 1.10143
H: -4.25216 -0.90538 1.03978
H: 4.44352 -1.51299 0.38036
H: 3.23216 -0.62945 1.34390
H: -3.37525 1.93064 -0.60856
H: -1.69093 1.65259 -0.98443
H: 1.53703 -0.84120 -2.64906
H: 1.33561 0.23345 1.15368
H: 3.05843 -1.62282 -1.29809
H: -2.97295 0.08793 1.20031

=====

Entry 7:
Entry from OMol25: a cluster of 2 separate species, C8H18N5S in total at a distorted geometry (the ωB97M-V functional and the def2-TZVPD basis).

Properties
frontier orbital gap (alpha / beta): 7.32 / 7.32 eV
total charge: +1
E_LUMO (alpha / beta): -3.526 / -3.526 eV
highest occupied orbital energy (alpha / beta): -10.84 / -10.84 eV
calculated total energy: -26861.8480 eV
energy above the lowest of the compared OMol25 structures with the same formula, charge and spin: 431.8 kJ/mol

Positions of all 32 atoms, in Å:
C: 3.68252 -1.49975 0.33703
C: 3.26526 -1.25439 -0.89455
C: 1.67851 3.07250 0.29396
C: -3.63740 -0.85434 -0.21112
C: -1.45252 -2.18645 -0.09958
C: 0.21171 2.78887 0.62360
C: -2.30238 -1.16938 -0.78175
C: -1.08058 0.69055 0.07276
N: 2.69106 -1.63858 1.39963
N: 1.60193 -1.00159 1.21849
N: 0.91559 -0.40221 0.31538
N: -0.36103 1.78513 -0.22871
N: -1.57094 0.04352 -0.97024
S: 1.64660 -0.57100 -1.24428
H: 4.59758 -1.96444 0.71836
H: 3.96788 -1.19616 -1.77554
H: 2.14494 3.74547 1.14913
H: 2.20469 2.04175 0.45500
H: 1.81741 3.63698 -0.72426
H: -3.58754 -0.28530 0.69731
H: -4.14591 -0.24981 -1.05657
H: -4.10022 -1.90479 -0.14010
H: -0.60649 -2.58381 -0.56619
H: -1.90505 -3.11654 0.09012
H: -1.19129 -2.10497 0.98586
H: 0.07932 2.62057 1.72147
H: -0.40071 3.71029 0.46458
H: -2.55746 -1.66994 -1.80790
H: -1.18528 0.28741 1.04359
H: -0.01034 1.85192 -1.19343
H: 0.93700 -0.97184 1.98262
H: -1.34687 0.35032 -1.87472

=====

> Among the records above, which one has the highest calculated total energy?

C8H18N2